{
  "formula": "C2H10NS",
  "method": "ωB97M-V/def2-TZVPD",
  "elements": ["N", "H", "H", "H", "H", "C", "C", "S", "H", "H", "H", "H", "H", "H"],
  "positions_angstrom": [[-0.6245, -0.6655, -2.7873], [-0.6890, 0.3404, -2.9518], [0.0906, -1.0806, -3.3901], [-0.4434, -0.8893, -1.7733], [-1.5165, -1.1037, -3.0209], [0.9309, 0.5838, 2.2970], [0.3070, 0.6439, 0.9072], [-0.4618, -0.9354, 0.4380], [1.8257, -0.0282, 2.3097], [0.2204, 0.2041, 3.0232], [1.1825, 1.5893, 2.6477], [-0.4275, 1.4372, 0.8262], [1.0578, 0.8281, 0.1345], [-1.4523, -0.9241, 1.3400]],
  "lowdin_charge": [0.283, 0.155, 0.156, 0.002, 0.153, -0.160, -0.593, 0.742, 0.076, 0.068, 0.084, 0.068, 0.065, -0.099],
  "de_lowest_kcal_mol": 2.9,
  "lumo_ev": -3.975,
  "e_homo_ha": -0.491,
  "multiplicity": 1,
  "total_charge": 1,
  "gap_ev": 9.376
}